Entry a
Entry from the Open Molecules 2025 dataset: C5H13N3O in the gas phase (ωB97M-V/def2-TZVPD).

Last column: natural (NBO) charge in e.
Positions of all 22 atoms, in Å:
C 0.8650 -0.0646 -0.8740  0.507
C -1.6116 0.0786 0.2975  -0.137
C 0.7921 -1.4693 -1.3737  -0.695
C 0.7297 1.0370 -1.8635  -0.731
N 1.2767 0.1757 0.3566  -0.635
C -0.1718 0.0940 1.4302  0.501
N -0.1794 -1.1523 2.0820  -0.854
O -1.8383 1.4197 -0.0238  -0.765
N -0.2021 1.2313 2.0689  -0.979
H -1.3749 1.9223 0.6837  0.500
H 1.5711 1.1337 0.5241  0.388
H 0.6238 -1.2929 2.6827  0.374
H -0.3365 -1.9443 1.4780  0.363
H -0.5161 1.1102 3.0295  0.374
H -1.6401 -0.5186 -0.6173  0.153
H -2.3845 -0.3254 0.9658  0.165
H -0.0863 -1.6129 -2.0017  0.232
H 0.7857 -2.1877 -0.5603  0.231
H 1.6690 -1.6390 -2.0089  0.254
H -0.2579 1.4888 -1.7031  0.294
H 0.8160 0.6974 -2.8937  0.222
H 1.4704 1.8186 -1.6789  0.237

## Properties
LUMO level (alpha / beta) ... -0.125 / -0.126 eV

***

Entry b
Entry from the Open Molecules 2025 dataset: C5H13N3O in the gas phase (ωB97M-V/def2-TZVPD).

Last column: natural (NBO) charge in e.
Positions of all 22 atoms, in Å:
C -0.7962 -1.7746 -0.6605  -0.623
C -0.4586 -1.9294 0.7900  -0.395
C 0.3017 -0.5804 1.4072  -0.038
C 1.8000 -0.6516 1.0806  -0.640
N -0.4180 0.5653 1.0146  -0.529
C -0.3478 1.1659 -0.1091  0.674
N 0.7430 1.3229 -0.9511  -0.857
O -1.2550 2.2115 -0.1781  -0.378
N -1.2088 2.9598 -1.4035  -0.550
H -1.5061 -2.5295 -0.9903  0.219
H -1.2180 -0.7096 -0.8102  0.208
H 0.0815 -1.8077 -1.3034  0.190
H -1.3634 -2.0537 1.3818  0.206
H 0.2298 -2.7560 0.9663  0.196
H 0.1812 -0.6514 2.4954  0.193
H 2.2728 -1.3795 1.7378  0.216
H 1.9913 -0.9733 0.0583  0.182
H 2.2668 0.3196 1.2331  0.219
H 0.5237 1.8505 -1.7860  0.408
H 1.2756 0.4895 -1.1272  0.390
H -2.1789 3.0114 -1.7083  0.358
H -0.9165 3.9003 -1.1373  0.352

## Properties
LUMO level ... 0.877 eV
SMILES ... CC[C@@H](C)/N=C(\N)ON

***

Entry c
Entry from the Open Molecules 2025 dataset: 2 unconnected molecules or ions with the total composition C5H13N3O (ωB97M-V/def2-TZVPD).

Last column: natural (NBO) charge in e.
Positions of all 22 atoms, in Å:
N 1.0626 2.3346 0.3563  -0.821
C -0.1524 1.6678 0.3676  -0.034
C -0.3641 0.5460 1.1548  0.206
N 0.5680 0.2643 2.1890  -0.869
N -1.7176 0.2599 1.5116  -0.823
H 1.8442 1.7134 0.5417  0.384
H 1.2147 2.9118 -0.4580  0.376
H -0.9071 1.9971 -0.3296  0.185
H 0.2199 -0.4093 2.8602  0.373
H 0.9145 1.0992 2.6444  0.378
H -1.7850 -0.7044 1.8219  0.353
H -2.3279 0.3765 0.7108  0.361
C -0.4245 -2.1503 -0.2735  -0.559
C 0.4982 -1.1742 -0.2269  0.153
O 0.8473 -0.2748 -1.3033  -0.559
C 0.2853 -0.4672 -2.5753  -0.243
H -0.3229 -3.0447 0.3156  0.214
H -1.3420 -2.0576 -0.8314  0.195
H 1.4255 -1.3679 0.3023  0.199
H 0.5128 0.4046 -3.1898  0.187
H -0.7990 -0.6067 -2.4973  0.167
H 0.7495 -1.3179 -3.0912  0.175

## Properties
LUMO level ... 0.941 eV
SMILES ... NC=C(N)N.C=COC

***

Entry d
Entry from the Open Molecules 2025 dataset: a molecular structure, C5H13N3O (ωB97M-V/def2-TZVPD).

Last column: natural (NBO) charge in e.
Positions of all 22 atoms, in Å:
C 1.4494 -0.1426 -0.4333  0.211
C 1.0674 -0.8419 1.0259  -0.091
C 1.4989 1.3667 -0.3853  -0.637
C 0.9811 -0.7928 -1.6124  -0.564
O 2.3426 -0.8090 0.4264  -0.516
H 0.9550 -0.2050 1.8953  0.171
H 0.6715 -1.8454 1.1107  0.183
H 1.6403 1.7270 0.6333  0.211
H 0.5791 1.7961 -0.7788  0.222
H 2.3433 1.7133 -0.9829  0.217
H -0.4829 -1.1205 -1.2628  0.214
H 1.2756 -1.8283 -1.7353  0.226
H 0.9691 -0.2183 -2.5304  0.218
N -1.6129 0.7679 0.4019  -0.282
N -1.6311 1.6665 1.4765  -0.647
C -1.5848 -1.3285 -0.4179  -0.397
N -1.3853 -0.5260 0.6665  -0.195
H -2.2938 0.9950 -0.3194  0.349
H -2.0931 1.2354 2.2756  0.349
H -0.6735 1.8811 1.7341  0.353
H -2.4626 -1.1118 -1.0359  0.192
H -1.5535 -2.3789 -0.1518  0.213

## Properties
LUMO level (alpha / beta) ... 0.165 / 0.162 eV

***

entry b comes first in stability; the runner-up is 0.0370 hartree higher.

***

Entry a
Entry from the Open Molecules 2025 dataset: C5H13N3O in the gas phase (ωB97M-V/def2-TZVPD).

Last column: natural (NBO) charge in e.
Positions of all 22 atoms, in Å:
C -1.5067 1.2812 -0.2043  -0.422
C -0.2458 -0.9633 -1.9288  -0.699
N -0.8660 0.1259 0.4218  -0.545
C -0.4820 -1.3077 -0.4621  0.663
O -1.2575 -2.2147 -0.1317  -0.751
H -1.4897 -0.2945 1.1079  0.412
H -0.9046 1.6501 -1.0320  0.205
H -1.6171 2.0828 0.5279  0.214
H -2.4916 1.0037 -0.5843  0.219
H 0.1849 -1.8416 -2.4084  0.237
H -1.2033 -0.7397 -2.3979  0.231
H 0.4319 -0.1194 -2.0696  0.198
C 1.4253 1.3516 0.5321  -0.683
C 0.6174 0.2513 1.1839  0.528
N 0.9491 -1.3152 0.2920  -0.769
N 0.6673 0.1542 2.4650  -0.852
H 0.9696 -2.0886 0.9500  0.407
H 1.7928 -1.2977 -0.2731  0.390
H 0.1256 -0.6206 2.8396  0.334
H 1.0470 2.3204 0.8553  0.239
H 2.4558 1.2668 0.8735  0.244
H 1.3978 1.3148 -0.5570  0.200

## Properties
LUMO level ... 0.702 eV

***

Entry b
Entry from the Open Molecules 2025 dataset: 2 unconnected molecules or ions with the total composition C5H13N3O (ωB97M-V/def2-TZVPD).

Last column: natural (NBO) charge in e.
Positions of all 22 atoms, in Å:
C 1.9920 0.4143 0.0013  -0.409
N 0.6060 0.8151 -0.1860  -0.499
C 0.2751 2.1446 0.2940  -0.404
C -0.0849 0.3285 -1.4137  0.517
O 0.5542 -0.0232 -2.4073  -0.573
H 2.1518 -0.5670 -0.4424  0.220
H 2.1981 0.3611 1.0729  0.197
H 2.6637 1.1439 -0.4601  0.179
H 0.5861 2.2407 1.3370  0.203
H -0.8005 2.3169 0.2247  0.199
H 0.7803 2.9058 -0.3107  0.174
H -1.0264 0.8979 -1.5241  0.146
C -1.3186 -0.4900 1.7548  -0.443
N -0.4341 -1.1287 0.7987  -0.379
C -0.9737 -1.4141 -0.3872  0.155
N -0.5079 -2.5223 -1.1033  -0.802
H -1.8404 -1.2664 2.3237  0.213
H -0.7206 0.0846 2.4653  0.199
H -2.0634 0.1680 1.2900  0.176
H -2.0414 -1.2137 -0.5522  0.167
H -0.3377 -2.3005 -2.0807  0.383
H 0.3425 -2.8955 -0.6947  0.380

## Properties
LUMO level (alpha / beta) ... -0.099 / -0.098 eV
SMILES ... CN(C)C=O.C/N=C/N

***

entry a comes first in stability; the runner-up is 0.0152 hartree higher.

***

Entry a
Entry from the Open Molecules 2025 dataset: a gas-phase ion, C5H12N3O (charge +1) (ωB97M-V/def2-TZVPD).

Last column: natural (NBO) charge in e.
Positions of all 21 atoms, in Å:
C -0.2594 -2.0348 -0.6194  -0.451
N 0.6562 -1.1854 0.1174  -0.400
C 0.6104 -1.4136 1.6564  0.113
O -0.5803 -1.0967 2.1695  -0.673
C 0.3727 0.4863 -0.0899  0.192
C 1.1169 1.3287 -0.8074  -0.011
N 0.3593 2.4214 -0.9819  -0.574
C -1.1189 2.0418 -0.8214  -0.024
N -0.9402 0.8567 0.0466  -0.643
H -0.9122 -1.3953 -1.3129  0.254
H 0.3131 -2.7869 -1.2755  0.245
H -0.8764 -2.5731 0.1247  0.245
H 1.6386 -1.3040 -0.1146  0.433
H 1.4511 -0.7951 2.1662  0.196
H 0.8238 -2.4903 1.8290  0.207
H -0.8094 -0.0749 2.1700  0.484
H 2.0413 1.2992 -1.2351  0.240
H 0.5105 2.9900 -1.8038  0.403
H -1.6059 2.8770 -0.4451  0.217
H -1.5483 1.8233 -1.7865  0.184
H -1.2430 1.0257 1.0136  0.360

## Properties
LUMO level ... -2.994 eV
SMILES ... C[N@H+](CO)C1=CNCN1
Total charge ... +1

***

Entry b
Entry from the Open Molecules 2025 dataset: a molecular structure, C5H12N3O (ωB97M-V/def2-TZVPD).

Last column: natural (NBO) charge in e.
Positions of all 21 atoms, in Å:
C -1.4277 0.4312 0.3361  0.407
C -0.6073 0.6307 -0.9637  -0.278
C 0.2812 -0.6347 0.6801  -0.004
C 0.3031 -2.0954 0.5071  -0.681
C 1.5355 1.4847 -0.0799  -0.420
N -2.8760 0.2955 0.1062  -0.152
N -3.1963 -0.7211 -0.4796  -0.263
N 0.7149 0.2501 -0.4488  -0.400
O -1.2946 1.4256 1.2552  -0.710
H -0.9534 -0.0526 -1.7585  0.260
H -0.4917 1.7269 -1.3170  0.241
H 0.8786 -0.2965 1.5090  0.208
H 1.3117 -2.3204 0.9004  0.247
H 0.2921 -2.1704 -0.6195  0.211
H -0.7069 -2.6401 0.8572  0.292
H 1.9261 1.8787 -0.9401  0.225
H 0.9668 2.2926 0.5863  0.275
H 2.3584 1.0951 0.5729  0.231
H -4.2820 -0.6937 -0.6186  0.350
H -2.1141 1.4647 1.8589  0.518
H 1.3569 -0.2521 -1.1373  0.443

## Properties
LUMO level ... -3.931 eV
Total charge ... +1

***

Entry c
Entry from the Open Molecules 2025 dataset: 2 unconnected molecules or ions with the total composition C5H12N3O (ωB97M-V/def2-TZVPD).

Last column: natural (NBO) charge in e.
Positions of all 21 atoms, in Å:
C -1.4272 1.2822 0.9797  -0.007
C -1.6416 0.0633 0.5613  0.348
C 0.6600 1.7859 -0.1619  -0.067
C -1.8848 -2.3096 0.2264  -0.435
C 3.6622 -1.4232 -0.1360  0.304
N -0.4263 2.1439 0.6595  -0.565
N 0.0964 1.2368 -1.3409  -0.848
N -2.2258 -0.9017 0.0488  -0.430
O 2.9254 -1.0575 0.7087  -0.509
H -2.0368 1.5809 1.7545  0.265
H 1.2273 2.7521 -0.3602  0.197
H 1.2862 0.8927 0.3246  0.214
H -2.7393 -3.0347 -0.0114  0.243
H -0.9947 -2.4827 -0.2933  0.233
H -1.7146 -2.5526 1.2552  0.237
H 3.9861 -0.9295 -1.0783  0.112
H 4.3612 -2.3751 0.0117  0.098
H -0.3147 3.0391 1.3315  0.444
H 0.7883 1.2609 -2.0647  0.384
H -2.9247 -0.8230 -0.7056  0.419
H -0.6625 1.8518 -1.7095  0.365

## Properties
LUMO level ... -3.624 eV
Total charge ... +1

***

Entry d
Entry from the Open Molecules 2025 dataset: a gas-phase ion, C5H12N3O (charge +1) (ωB97M-V/def2-TZVPD).

Last column: natural (NBO) charge in e.
Positions of all 21 atoms, in Å:
C -0.7309 -0.3183 1.6797  -0.620
C -0.1217 0.6542 0.6225  0.169
C 1.1084 1.4970 1.0855  -0.601
C -1.1496 1.3735 -0.2386  -0.648
N 0.4117 -0.3497 -0.3648  0.114
N 1.5377 -0.2542 -0.8549  0.243
O 1.7161 -1.1723 -1.7797  -0.258
C 0.5603 -2.0537 -1.8103  0.074
N -0.3022 -1.3172 -0.9871  -0.459
H -1.1872 -1.1341 1.3092  0.218
H 0.0660 -0.8531 2.3332  0.237
H -1.3972 0.2330 2.2369  0.238
H 1.0099 2.3577 0.3922  0.228
H 1.9944 0.8737 0.9712  0.247
H 0.9626 1.7714 2.0504  0.238
H -0.6934 2.2795 -0.7342  0.254
H -1.7631 0.6454 -0.8132  0.209
H -1.8276 1.9428 0.2919  0.257
H 0.8660 -2.9260 -1.3707  0.195
H 0.2310 -2.0509 -2.8476  0.225
H -1.2911 -1.1986 -1.1717  0.437

## Properties
LUMO level ... -4.379 eV
SMILES ... CC(C)(C)[N+]1=NOCN1
Total charge ... +1

***

entry a comes first in stability; the runner-up is 0.0181 hartree higher.